Record 1
The following is a DFT calculation (wB97M-V/def2-TZVPD) of a molecular structure, C12H36N3O7P2.

```
60
Properties=species:S:1:pos:R:3:forces:R:3:lowdin_charge:R:1
P 5.76821 2.57552 -2.31092 0.01 0.02 0.13 0.2819
P 4.26857 0.85348 -3.98420 -0.21 -0.62 0.59 0.2627
O 6.54448 3.26231 -3.55921 0.11 0.20 0.24 -0.1979
O 1.63188 0.55793 0.21421 0.04 -0.02 0.01 -0.1593
O -3.24323 0.89036 4.59236 0.04 0.02 0.01 -0.1615
O 3.16779 1.47784 -5.00145 0.10 0.25 0.02 -0.1912
O 5.59458 0.86047 -4.95468 -0.15 0.09 -0.29 -0.2174
O 6.87020 1.36562 -2.06840 -0.07 0.10 -0.01 -0.2170
O -1.82929 -3.79592 -0.31058 -0.02 -0.04 0.00 -0.1645
N 4.40412 1.86549 -2.77633 0.25 0.18 -0.33 -0.2579
N 3.97830 -0.66464 -3.67498 0.06 0.14 -0.18 -0.2201
N 5.69287 3.58018 -1.12709 -0.06 -0.02 -0.17 -0.2065
C 0.03739 -2.38576 -1.09573 -0.04 0.04 0.07 -0.0754
C -3.07605 -0.42933 4.10098 0.05 -0.06 -0.02 -0.2793
C -5.14063 0.39497 6.08395 0.03 -0.02 0.01 -0.0832
C -2.84097 -2.87397 -0.66652 -0.02 0.03 0.03 -0.2954
C -0.42653 0.90763 1.50008 -0.06 0.01 0.04 -0.0836
C -0.64011 -3.74132 -1.09222 0.05 0.00 -0.01 -0.2721
C 1.06162 1.18312 1.34287 -0.02 -0.05 0.01 -0.2803
C -4.55700 1.25025 4.97156 -0.02 0.03 0.00 -0.2869
C 1.11123 0.96149 -1.04466 -0.03 -0.08 -0.18 -0.2873
C -3.89466 -0.73830 2.86043 -0.03 0.06 -0.03 -0.0757
C -3.34632 -3.02165 -2.09191 0.02 -0.03 -0.01 -0.0811
C 1.30719 2.42533 -1.38102 0.05 0.14 0.16 -0.0770
H 1.60276 0.76845 2.19504 0.00 0.03 0.01 0.1172
H 0.97283 -2.42866 -1.65449 0.00 -0.02 0.00 0.0878
H 0.78386 3.09034 -0.68847 -0.05 -0.04 -0.02 0.0630
H 1.64169 0.35512 -1.77995 0.03 0.00 0.04 0.1045
H -1.00699 1.32228 0.67472 0.00 0.04 0.02 0.0672
H 7.14274 2.62455 -3.96034 -0.16 -0.11 -0.11 0.0401
H -4.96840 -0.69287 3.05018 0.00 -0.04 0.02 0.0655
H 3.33276 1.17039 -5.89638 -0.03 -0.08 -0.05 0.0483
H -4.47307 2.28459 5.30683 -0.01 0.00 0.00 0.1174
H 6.38804 0.53541 -2.00379 -0.01 -0.07 0.06 0.0366
H -0.58346 -1.62114 -1.56455 0.03 -0.01 -0.05 0.0629
H 5.80681 -0.07454 -5.05764 0.09 -0.06 0.09 0.0467
H 0.26244 -2.05773 -0.08000 0.03 0.01 -0.02 0.0778
H 2.36765 2.67577 -1.38349 0.00 -0.04 -0.05 0.0499
H -5.22679 1.24893 4.10342 0.01 -0.03 -0.01 0.1066
H -2.50727 -1.84427 -0.49108 0.02 -0.01 -0.01 0.1033
H 1.25148 2.26274 1.33789 -0.02 0.00 -0.05 0.1093
H 0.04875 0.69099 -1.11096 0.00 0.02 -0.01 0.0915
H -3.65387 -3.07034 0.03507 0.00 0.01 -0.01 0.1103
H -3.65739 -0.02822 2.06650 0.00 -0.01 -0.01 0.0794
H -0.79779 1.35684 2.42398 0.00 -0.01 0.01 0.0718
H -3.66218 -1.74319 2.50499 0.03 0.01 0.00 0.0730
H -3.27964 -1.16244 4.89041 -0.04 0.01 -0.01 0.1077
H -5.26245 -0.64547 5.78018 -0.03 0.01 -0.01 0.0645
H -0.84268 -4.06943 -2.11850 -0.03 0.01 0.01 0.1070
H 0.91920 2.61439 -2.38314 0.04 -0.01 -0.02 0.0801
H -0.61283 -0.16867 1.53544 0.00 0.00 0.00 0.0681
H -4.16365 -2.31993 -2.26655 -0.01 -0.01 0.01 0.0747
H -4.49715 0.42032 6.96454 0.00 -0.01 0.00 0.0798
H -2.01522 -0.50472 3.86266 0.00 0.01 0.02 0.1085
H -2.56742 -2.80889 -2.82470 -0.01 0.03 0.01 0.0678
H -6.12500 0.77510 6.36189 0.01 0.01 0.01 0.0740
H -3.71363 -4.03437 -2.26631 0.01 0.00 0.00 0.0787
H 0.01355 -4.48875 -0.64194 0.01 0.01 -0.01 0.1165
H 4.74758 3.62834 -0.76869 0.03 0.01 0.08 -0.0684
H 3.89108 -0.82202 -2.67930 -0.05 -0.03 -0.01 -0.0635
```
Forces are in eV/Å.

Results
Strongest force on any atom in Eh/bohr: 0.017
Charge: -1
Frontier orbital gap in eV: 6.9874

Record 2
The following is a DFT calculation (wB97M-V/def2-TZVPD) of 6 unconnected molecules or ions with the total composition C12H36O12.

```
60
Properties=species:S:1:pos:R:3:forces:R:3:lowdin_charge:R:1
O -5.31665 -4.30087 2.97222 0.89 -0.98 -0.15 -0.0730
O 0.85104 -5.14574 -2.95715 -1.40 -0.28 0.43 -0.0892
O 4.66327 4.68954 -5.53233 0.87 1.21 1.54 -0.0704
O 6.22181 2.07319 1.76407 0.01 -2.01 0.14 -0.0774
O -1.62160 -5.77263 -1.06496 0.51 -0.82 0.58 -0.0651
O -8.05545 -0.14078 2.00596 -0.55 -0.15 0.38 -0.0648
O 2.34735 2.42766 -1.28255 1.07 0.42 1.06 -0.0593
O 4.18349 -0.02499 2.28270 -2.32 -0.55 -1.05 -0.0605
O -2.49426 -5.14569 3.84960 1.26 -0.48 -0.29 -0.0851
O -5.39614 -0.23788 1.20189 -0.11 0.15 0.07 -0.0764
O 3.98850 7.54524 -5.16935 -0.18 1.27 -1.12 -0.0793
O 0.07061 0.70965 -0.06675 0.47 -1.53 1.25 -0.0505
C -1.35602 -4.60567 -1.79421 0.54 -0.46 -1.36 -0.2420
C -3.10501 -3.96725 4.31686 -2.38 -1.73 -0.21 -0.2103
C 1.10306 2.04451 -1.76139 -0.66 -0.14 -1.30 -0.2771
C -5.85529 0.81951 2.04870 -0.95 0.45 -0.33 -0.2269
C 5.28679 0.13909 3.07352 1.98 0.38 -0.33 -0.2723
C -4.66871 -4.31937 4.24630 -0.36 2.57 0.67 -0.2228
C 4.48381 6.74927 -4.12066 -1.77 -0.14 -0.87 -0.2592
C 0.03505 1.92948 -0.68896 0.09 0.75 -1.23 -0.2761
C 6.42574 0.66582 2.15781 1.03 1.61 1.61 -0.2019
C -0.58566 -4.88577 -3.12162 0.70 0.78 -0.04 -0.2027
C 5.37891 5.68938 -4.70069 0.24 -0.40 0.26 -0.2075
C -7.36174 1.06587 1.79939 0.66 -0.57 -0.20 -0.2494
H 0.81675 2.74977 -2.54161 -0.50 0.23 -0.05 0.1144
H -0.57881 -4.01323 -3.77487 -0.62 0.64 0.39 0.1036
H -2.82031 -3.79093 5.35414 -0.15 0.38 0.02 0.1104
H 5.33578 2.09065 1.39496 -0.23 0.17 -0.21 0.0634
H 4.98336 0.82804 3.86180 0.55 0.39 -0.06 0.1218
H 1.25219 1.08798 -2.26229 -0.61 -0.39 -0.01 0.1217
H 7.37812 0.69412 2.68720 -0.08 0.30 0.70 0.1045
H -1.06781 -5.61841 -3.76883 -0.07 -0.68 0.56 0.1108
H 4.31471 5.14521 -6.30205 0.14 0.12 -0.13 0.0633
H -7.56447 1.42683 0.79107 0.30 0.13 -0.26 0.1124
H -7.67720 -0.82145 1.44452 0.16 -0.02 -0.13 0.0786
H 2.94860 2.35226 -2.02713 0.26 0.09 0.16 0.0894
H 3.58703 6.29614 -3.69811 0.23 -0.44 0.70 0.1171
H 6.76694 -0.00014 1.36523 -1.15 -0.07 -0.70 0.1096
H -7.78594 1.80273 2.48144 0.24 -0.05 0.20 0.1183
H 4.05895 -0.93928 2.01783 0.11 0.03 -0.04 0.0963
H -2.21629 -5.66743 4.60598 -0.01 -0.10 -0.11 0.0837
H -2.76679 -3.15934 3.66801 -0.41 0.22 0.09 0.1118
H 4.85983 7.49418 -3.41936 0.72 -0.60 0.12 0.1286
H 5.60695 -0.77132 3.58024 0.07 -0.25 -0.08 0.1164
H -2.36177 -4.25248 -2.02188 0.28 0.97 -0.49 0.1139
H 0.16024 2.73525 0.03433 -0.23 0.38 -0.07 0.1252
H 6.17760 6.18539 -5.25221 -0.07 -0.12 -0.38 0.1170
H 3.39856 7.05163 -5.74373 -0.07 -0.10 0.19 0.0754
H 5.86540 5.21910 -3.84613 -0.12 -0.80 -0.30 0.1153
H -0.76554 -3.92766 -1.17798 -0.11 0.39 -0.25 0.1196
H -5.29859 1.72643 1.81274 0.06 0.14 0.31 0.1151
H -1.56056 -5.50423 -0.14526 -0.09 -0.45 0.17 0.0826
H -4.91757 -3.60257 2.44810 -0.02 0.10 -0.05 0.0739
H -4.93779 -5.20112 4.82785 0.62 -0.64 -0.70 0.1127
H -0.94686 1.92979 -1.16221 0.00 0.64 -0.09 0.1228
H 1.17271 -5.18449 -3.86082 0.27 -0.08 0.04 0.0680
H -5.75240 0.52472 3.09302 0.22 0.10 0.08 0.1148
H -4.51829 0.01495 0.90686 0.00 -0.21 -0.11 0.0802
H 0.91314 0.68985 0.39297 0.13 -0.44 0.28 0.0893
H -5.28294 -3.59245 4.77774 0.53 0.71 0.68 0.0972
```
Forces are in eV/Å.

Results
Strongest force on any atom in Eh/bohr: 0.057
SMILES: OCCO.OCCO.OCCO.OCCO.OCCO.OCCO
Charge: 0
Frontier orbital gap in eV: 9.8207

Record 3
The following is a DFT calculation (wB97M-V/def2-TZVPD) of 6 unconnected molecules or ions with the total composition C12H36O12.

```
60
Properties=species:S:1:pos:R:3:forces:R:3:lowdin_charge:R:1
O -2.12257 -14.35808 7.47004 -1.14 -0.71 0.45 -0.0729
O -10.66536 -12.75222 -3.45732 -0.58 -1.41 -1.05 -0.0531
O 3.29227 -13.48396 6.14396 -0.09 0.44 -1.59 -0.0833
O -5.49062 -0.34563 -3.24872 0.75 -0.01 -1.54 -0.0727
O -6.45857 -1.44017 -0.53767 -0.22 1.82 0.84 -0.0772
O -1.46489 -8.41535 2.10444 1.10 0.35 -0.05 -0.0585
O -8.21676 -12.05475 -2.09471 -0.05 2.50 1.30 -0.0934
O 3.49396 -14.11416 2.42392 -0.57 0.68 1.21 -0.0764
O -4.13563 -9.32891 1.69596 0.56 -0.05 0.93 -0.0731
O -3.59074 -13.72233 4.97088 -0.76 -0.20 -0.69 -0.0470
O 2.74122 -9.79932 -0.95858 0.40 0.57 0.06 -0.0716
O 5.45934 -10.58317 -0.37632 0.17 0.04 -0.64 -0.0683
C 3.66497 -13.05750 4.79228 -0.09 -1.28 -0.80 -0.2054
C -3.74489 -7.95564 1.60526 -1.37 0.42 -1.49 -0.2565
C 4.96444 -9.30072 -0.02718 -0.03 0.05 0.32 -0.2492
C 3.81414 -8.84345 -0.95501 0.36 -1.01 0.15 -0.2208
C -6.61575 -0.14355 -1.18645 1.27 -0.56 -1.53 -0.1965
C -8.79413 -11.19242 -3.11648 -1.73 -3.53 -2.20 -0.1871
C -10.37111 -11.43205 -3.24447 2.34 1.29 2.41 -0.2745
C 3.01153 -14.10285 3.79059 0.97 0.39 1.24 -0.2216
C -2.54962 -7.61135 2.48237 -1.44 -1.32 -0.43 -0.2442
C -3.10794 -12.78635 5.87756 -0.45 0.37 1.49 -0.2834
C -5.32142 0.27949 -2.02097 -2.06 0.09 1.69 -0.2500
C -3.10950 -13.32774 7.31997 2.33 0.67 -1.06 -0.2218
H -8.51729 -11.66934 -4.05670 0.85 0.67 -0.42 0.1029
H -4.35490 0.06196 -1.56643 -0.20 -0.53 0.24 0.1158
H 4.93157 -11.19548 0.14150 0.04 -0.28 -0.28 0.0788
H -1.23546 -14.07487 7.23672 -0.20 0.46 -0.10 0.0807
H -6.98082 0.75919 -0.69666 0.37 -0.74 1.85 0.1055
H -10.63288 -11.14831 -2.22512 -1.10 0.35 0.06 0.1057
H -6.21283 -2.08872 -1.20146 -0.04 0.24 -0.34 0.0770
H -4.60992 -7.31753 1.78596 -0.15 0.19 0.97 0.1085
H -8.55868 -10.12832 -3.09756 0.48 -0.41 0.80 0.1176
H 4.74746 -13.05201 4.66473 0.08 -0.10 0.09 0.1101
H -1.55123 -9.30845 2.44577 -0.35 0.06 0.02 0.0858
H 4.78740 -9.45562 1.03713 -0.95 1.01 0.21 0.1127
H -2.89065 -7.84576 3.49076 0.28 0.20 0.38 0.1174
H 3.29074 -12.08560 4.47064 -0.12 0.29 0.65 0.1040
H -4.11072 -13.64001 7.61684 0.30 -0.53 -0.09 0.1225
H -3.64621 -7.73637 0.54211 1.12 0.05 -0.19 0.1134
H 3.42752 -7.83578 -0.80258 0.17 0.09 0.51 0.1129
H 3.22819 -15.08448 4.21199 -0.39 -0.06 0.16 0.1119
H -3.78187 -11.93287 5.95172 -0.06 0.40 -0.31 0.1122
H -4.42343 -13.32742 4.70205 -0.14 -0.62 -0.48 0.0861
H 2.19639 -9.55673 -0.20632 -0.27 -0.17 0.04 0.0780
H -10.12014 -13.35117 -2.94195 0.04 0.28 0.24 0.0799
H -5.33494 1.36449 -2.12431 -0.09 0.21 -0.06 0.1061
H 2.68782 -14.37888 1.97488 0.25 -0.01 -0.65 0.0744
H 5.76483 -8.56311 -0.08540 0.21 -0.06 -0.21 0.1112
H -5.71085 0.38009 -3.83731 -0.04 -0.46 -0.51 0.0889
H 4.25257 -8.82451 -1.95276 -0.13 -0.26 -0.14 0.1150
H -4.69968 -9.57635 0.95960 0.09 0.23 -0.04 0.0836
H -2.80814 -12.49000 7.94884 -0.22 0.23 0.31 0.1068
H -2.31017 -6.55065 2.40717 0.16 -0.16 -0.09 0.1239
H -10.84882 -10.82449 -4.01309 0.19 0.02 0.13 0.1228
H 3.88412 -13.09388 6.79137 0.11 0.15 -0.18 0.0752
H -7.44135 -0.26732 -1.88729 0.26 -0.06 -0.64 0.1030
H -2.15304 -12.41252 5.50809 0.36 -0.07 0.48 0.1166
H -8.14805 -13.01228 -2.09196 -0.42 0.24 -1.26 0.0792
H 1.95333 -13.84493 3.83280 -0.16 -0.45 -0.15 0.1123
```
Forces are in eV/Å.

Results
Strongest force on any atom in Eh/bohr: 0.088
SMILES: OCCO.OCCO.OCCO.OCCO.OCCO.OCCO
Charge: 0
Frontier orbital gap in eV: 9.9806

Record 4
The following is a DFT calculation (wB97M-V/def2-TZVPD) of 6 unconnected molecules or ions with the total composition C12H36O6.

```
54
Properties=species:S:1:pos:R:3:forces:R:3:lowdin_charge:R:1
O -18.86097 24.64018 -16.47352 -0.22 0.01 0.32 -0.0836
O -24.00181 26.48374 -16.47006 0.29 0.18 -0.15 -0.1128
O -24.59387 22.95227 -19.64024 0.20 -0.19 -0.05 -0.0724
O -26.56439 27.47553 -16.21945 0.35 0.05 -0.25 -0.0995
O -24.10552 24.12596 -14.94224 0.23 -0.12 0.18 -0.1021
O -27.90623 28.42606 -18.53025 0.12 -0.20 -0.04 -0.0970
C -22.89835 25.28625 -13.15248 -0.12 -0.12 -0.11 -0.0774
C -27.23856 28.03894 -14.00308 0.40 0.43 -0.06 -0.0811
C -26.41344 27.12795 -19.84734 0.22 -0.24 -0.26 -0.0872
C -24.22364 24.09183 -18.87510 -0.38 0.34 0.09 -0.3127
C -27.55579 28.12092 -19.88993 0.30 -0.07 0.32 -0.2764
C -23.48283 25.13682 -19.68731 0.32 -0.16 0.46 -0.0863
C -21.69120 26.99878 -16.81746 0.23 -0.22 0.19 -0.0729
C -19.77844 24.11977 -15.49754 0.18 -0.14 -0.25 -0.3187
C -23.08244 27.55368 -16.66833 -0.12 0.25 0.19 -0.3073
C -24.12008 24.47160 -13.56711 0.12 0.20 -0.28 -0.3124
C -20.93081 23.36870 -16.12539 -0.14 -0.28 -0.21 -0.0848
C -27.67310 27.51942 -15.34652 -0.60 -0.34 0.09 -0.3107
H -22.82400 26.18231 -13.77434 0.00 0.02 0.05 0.0626
H -18.29142 23.92478 -16.76451 -0.01 -0.07 -0.06 0.0752
H -28.11187 26.51760 -15.22612 0.20 0.03 -0.08 0.1176
H -21.38377 26.49459 -15.89715 -0.08 0.05 -0.06 0.0575
H -23.36741 28.15432 -17.54265 -0.01 -0.15 -0.05 0.1081
H -28.47626 28.13788 -15.76494 0.18 0.09 -0.03 0.1103
H -24.01512 25.39174 -20.60376 -0.03 0.07 -0.04 0.0651
H -27.22912 29.03969 -20.37975 -0.18 -0.02 -0.22 0.1135
H -22.47742 24.78300 -19.92838 -0.07 -0.02 -0.20 0.0815
H -25.02808 25.04712 -13.34400 -0.02 -0.10 0.13 0.0988
H -21.98324 24.70627 -13.28094 0.00 -0.01 0.01 0.0615
H -19.25701 23.44654 -14.80798 0.05 0.16 0.08 0.1111
H -25.45681 27.58871 -19.59389 -0.14 0.06 0.25 0.0758
H -21.62082 26.26284 -17.61854 -0.02 0.10 -0.07 0.0632
H -24.89754 26.85039 -16.36691 -0.10 -0.08 0.16 0.0501
H -21.39750 23.92902 -16.93748 0.08 0.13 0.09 0.0556
H -26.85386 27.65317 -17.12453 -0.28 0.14 0.01 0.0476
H -20.13296 24.97484 -14.92510 0.04 0.06 -0.02 0.0844
H -26.95716 29.09539 -14.06177 -0.16 -0.06 -0.03 0.0784
H -26.33404 27.51827 -13.68136 -0.20 -0.20 0.16 0.0685
H -23.88578 24.92382 -15.44869 -0.17 0.09 -0.12 0.0308
H -23.61023 23.77200 -18.03176 0.00 -0.15 -0.05 0.0994
H -28.04176 27.92504 -13.27877 0.07 -0.05 0.16 0.0760
H -28.40571 27.67521 -20.40809 -0.10 0.15 -0.05 0.1133
H -21.71224 23.14374 -15.39750 0.03 0.03 0.03 0.0634
H -26.25397 26.65168 -20.81955 -0.19 0.15 0.00 0.0803
H -20.97168 27.79747 -16.99975 -0.02 0.00 -0.08 0.0857
H -25.13164 24.52643 -18.43811 0.09 0.03 -0.04 0.0980
H -23.09612 28.24256 -15.81112 -0.11 -0.09 -0.03 0.1146
H -22.97321 25.59611 -12.10860 0.02 0.00 0.00 0.0727
H -24.55894 23.19151 -20.57005 -0.03 -0.02 0.01 0.0689
H -20.58696 22.41886 -16.54695 0.01 0.05 0.01 0.0767
H -28.64059 29.04269 -18.49316 -0.02 0.05 -0.12 0.0946
H -23.36053 26.02819 -19.06970 -0.10 0.07 -0.15 0.0475
H -24.15166 23.52680 -13.02588 -0.11 0.03 0.14 0.1083
H -26.63073 26.32013 -19.14569 0.02 0.08 0.05 0.0784
```
Forces are in eV/Å.

Results
Strongest force on any atom in Eh/bohr: 0.014
SMILES: CCO.CCO.CCO.CCO.CCO.CCO
Charge: 0
Frontier orbital gap in eV: 9.8938

Q: Which of these has the lowest strongest force on any atom?
A: C12H36O6